C33H42PReSbSe4Si2Te | ωB97M-V/def2-TZVPD

Each line ends with the Mulliken charge.
Cartesian coordinates (Å):
Re -0.37107 0.26127 0.81391  0.52
Se -2.03915 2.52334 5.32627  -0.47
Sb -1.59444 2.89137 3.01234  0.68
Se 0.73100 1.46024 2.41141  -0.49
Se -2.48908 1.00087 1.53327  -0.34
Se -1.62070 5.04919 1.94703  -0.39
C -1.16678 0.27230 -0.90516  -0.51
C -1.92176 0.28282 -2.07493  1.48
C -3.32906 0.22810 -1.97151  -0.33
C -4.09791 0.09671 -3.10560  -0.78
C -3.49400 0.04782 -4.35459  -0.52
C -2.11234 0.13348 -4.47570  -0.76
C -1.32377 0.23900 -3.35183  -0.14
H -3.79079 0.26817 -0.99334  0.41
H -5.17211 0.03217 -3.01664  0.46
H -4.10117 -0.06045 -5.23841  0.45
H -1.65877 0.10629 -5.45612  0.46
H -0.24277 0.27466 -3.43548  0.57
C 2.34965 4.70862 -2.53677  -0.86
Si 0.62643 4.97361 -1.75948  0.38
C 0.26577 6.68868 -1.04356  -1.02
C -0.74009 4.22037 -2.85906  -0.83
C 0.49678 3.79332 -0.23461  -0.65
Te 1.22730 1.89854 -0.77586  -0.15
C 3.16921 2.10536 0.08564  -0.84
Si 4.17608 0.65440 -0.66068  -0.10
C 3.31303 -0.91360 0.01986  -0.41
C 3.89936 0.71427 -2.54731  -0.88
C 5.98166 0.83961 -0.13829  -1.05
H 2.43455 5.21586 -3.49173  0.47
H 2.54053 3.64953 -2.70816  0.09
H 3.14199 5.09317 -1.90100  0.33
H 0.10563 7.41675 -1.83007  0.38
H 1.09074 7.04513 -0.43393  0.32
H -0.61740 6.66655 -0.39963  0.24
H -0.71163 4.56554 -3.88719  0.48
H -1.72097 4.46863 -2.45970  0.28
H -0.65716 3.12862 -2.86890  0.06
H -0.57994 3.69251 -0.05463  -0.07
H 1.00147 4.17005 0.66226  0.78
H 3.16190 2.12390 1.17510  0.64
H 3.50920 3.07802 -0.25743  0.42
H 2.22401 -0.74935 0.06861  -0.34
H 3.64964 -1.17304 1.02147  0.38
H 3.46782 -1.78381 -0.61230  0.43
H 2.86471 0.48993 -2.81605  0.21
H 4.53063 -0.00639 -3.05831  0.42
H 4.14176 1.69446 -2.95066  0.32
H 6.11025 0.79677 0.93883  0.35
H 6.37609 1.79014 -0.48255  0.32
H 6.58726 0.05522 -0.57683  0.34
C 1.50097 -5.87358 0.68089  -0.58
C 0.61678 -5.74472 1.74172  -0.83
C -0.05540 -4.55611 1.93899  -0.41
C 0.17423 -3.48639 1.07439  0.31
C 1.03081 -3.62270 -0.00697  0.28
C 1.69743 -4.82213 -0.19727  -0.92
P -0.81955 -2.00863 1.40111  0.85
C -2.40679 -2.58636 0.73700  1.09
C -2.42393 -2.66983 -0.65589  -0.96
C -3.54163 -3.13927 -1.31138  -0.69
C -4.65184 -3.52196 -0.57467  -0.73
C -4.62929 -3.45974 0.80876  -0.78
C -3.50441 -3.00241 1.47781  -0.53
C -0.78870 -1.85171 3.21011  0.61
C 0.44438 -2.08658 3.83023  -0.72
C 0.61820 -1.76269 5.16193  -0.82
C -0.41689 -1.18238 5.88070  -0.64
C -1.64059 -0.94485 5.27247  -1.18
C -1.82393 -1.26251 3.93821  -0.15
H 2.03770 -6.79921 0.53965  0.43
H 0.45134 -6.57095 2.41624  0.45
H -0.75554 -4.45277 2.75798  0.43
H 1.17364 -2.80510 -0.70427  0.60
H 2.37075 -4.93609 -1.03284  0.46
H -1.54900 -2.36064 -1.21924  0.47
H -3.54705 -3.20055 -2.38911  0.51
H -5.53554 -3.87653 -1.08191  0.43
H -5.49508 -3.76842 1.37553  0.46
H -3.49156 -2.96880 2.55825  0.48
H 1.25529 -2.53412 3.26282  0.40
H 1.57567 -1.94509 5.62582  0.44
H -0.26994 -0.89850 6.91084  0.41
H -2.44825 -0.47657 5.81817  0.63
H -2.77388 -1.04081 3.46194  0.46

Force components x, y, z for each atom (eV/Å):
-0.183 0.204 -4.966
0.131 0.178 -0.625
-0.309 0.672 0.811
0.891 1.130 1.990
-1.113 0.469 0.009
-0.177 -0.648 0.538
1.240 -1.310 3.435
-0.577 0.370 -1.024
0.290 0.084 0.313
-0.028 0.034 -0.163
-0.019 0.019 0.085
-0.017 -0.029 -0.112
0.175 -0.036 0.327
0.029 -0.022 -0.020
-0.064 0.006 -0.005
-0.083 0.010 -0.128
0.052 -0.012 -0.013
-0.058 0.012 -0.011
-0.641 0.345 0.276
-0.229 -0.571 0.436
0.079 -0.501 -0.378
0.489 0.421 0.244
0.103 0.471 -0.725
-0.062 0.194 0.327
0.286 -0.629 -0.279
-0.117 -0.090 0.127
0.222 0.524 -0.216
0.155 -0.039 0.617
-0.636 -0.149 -0.294
0.005 0.075 -0.226
-0.028 -0.096 -0.105
0.109 0.085 0.174
-0.083 0.213 -0.173
0.218 -0.033 0.078
0.016 -0.120 -0.171
0.038 0.047 -0.204
-0.117 0.042 0.125
0.045 0.048 -0.047
0.314 -0.056 0.152
-0.161 -0.397 -0.101
-0.269 -0.085 -0.078
0.026 0.178 -0.214
0.132 -0.052 0.007
0.000 0.049 0.143
0.092 -0.090 -0.128
0.065 -0.042 0.027
0.139 -0.162 -0.045
0.042 0.177 -0.047
-0.098 -0.022 0.181
0.055 0.197 -0.093
0.167 -0.201 -0.102
0.072 -0.023 -0.029
-0.032 -0.081 0.041
0.047 -0.013 -0.094
0.138 0.298 0.038
-0.044 0.154 0.015
0.044 -0.059 -0.078
-0.751 -0.568 0.211
0.076 0.097 -0.022
0.098 0.030 0.131
-0.025 -0.037 -0.009
-0.085 -0.047 0.023
-0.139 -0.030 0.022
0.137 0.136 -0.015
0.082 0.122 0.108
-0.215 -0.174 -0.208
0.078 0.069 -0.020
-0.030 -0.001 -0.055
-0.058 -0.034 -0.008
-0.078 -0.328 -0.177
0.027 -0.089 -0.035
-0.008 -0.080 0.042
0.045 -0.036 0.033
0.011 0.015 0.066
0.070 -0.010 -0.082
-0.082 -0.061 -0.013
-0.028 -0.015 -0.099
-0.100 -0.054 -0.035
-0.059 -0.037 0.036
0.004 -0.018 0.028
-0.025 0.083 0.130
0.055 -0.011 0.100
0.030 -0.005 0.118
0.062 -0.065 0.015
0.150 0.010 0.097

Properties
**Net charge**: +1
**Maximum force**: 0.0967 hartree/bohr
**Orbital gap (spin up / spin down)**: 5.383 / 4.840 eV
**2S+1**: 1
**HOMO (spin up / spin down)**: -9.961 / -9.940 eV


C5H13N3O2 | ωB97M-V/def2-TZVPD

Each line ends with the Mulliken charge.
Cartesian coordinates (Å):
C -0.62589 1.30116 -1.64558  -1.10
C 1.46810 1.26475 -0.42984  -1.06
C -2.14469 -0.02262 1.23040  -1.31
N 0.13817 0.67773 -0.56926  0.29
C -0.66697 -0.22096 1.48226  1.31
O -0.13570 0.22847 2.50485  -0.63
H -1.42338 0.64496 -2.01063  0.39
H 0.00909 1.58023 -2.49274  0.33
H -1.11538 2.20831 -1.27329  0.31
H 2.12494 1.00499 -1.26765  0.32
H 1.40288 2.35785 -0.38592  0.39
H 1.93951 0.93668 0.49960  0.33
H -2.33574 1.03936 1.05537  0.25
H -2.69833 -0.35268 2.11174  0.40
H -2.49165 -0.59671 0.36859  0.32
N 1.30288 -1.75598 1.24597  -0.73
C 0.02426 -1.39705 0.64793  -0.65
O 1.31201 -1.36740 -1.36767  -0.50
N 0.14450 -0.86277 -0.71321  -0.14
H 0.92727 -1.75308 -2.17369  0.37
H 1.48359 -1.09434 2.00390  0.34
H 2.01200 -1.56362 0.54239  0.36
H -0.65147 -2.25728 0.63649  0.43

Force components x, y, z for each atom (eV/Å):
-0.126 -0.163 -0.210
0.230 -0.117 0.141
0.176 0.286 -0.412
0.256 -2.019 -0.247
0.322 -1.030 1.910
-0.557 -0.618 -2.242
0.286 -0.040 0.242
-0.001 -0.021 -0.096
0.225 -0.065 0.071
-0.062 -0.009 0.002
-0.283 -0.221 -0.025
-0.133 -0.041 -0.077
-0.093 -0.137 0.114
0.112 0.105 0.013
0.087 0.094 0.001
0.025 0.510 -0.074
0.866 1.252 0.931
-0.794 0.262 -0.093
-0.704 2.321 -0.399
0.300 0.203 0.346
-0.169 -0.187 0.016
0.048 -0.400 0.209
-0.012 0.034 -0.120

Properties
**Net charge**: 0
**SMILES**: CC(=O)[C@H](N)N(O)N(C)C
**Maximum force**: 0.0478 hartree/bohr
**Orbital gap**: 9.758 eV
**2S+1**: 1
**HOMO**: -9.121 eV


C56H64As2CsN3O3P2Se2Si | ωB97M-V/def2-TZVPD

Each line ends with the Mulliken charge.
Cartesian coordinates (Å):
Cs -0.89517 -0.44848 -0.20295  2.94
C 1.82002 -0.39124 2.97083  -1.50
Si 1.93107 0.41672 1.19226  1.90
C 2.03886 2.31791 1.57837  -0.39
C 3.10237 3.10408 1.09630  -0.66
C 3.11692 4.48268 1.18488  -0.94
C 2.05724 5.15665 1.78309  -1.10
C 0.99716 4.42317 2.28028  0.01
C 0.97501 3.03249 2.15984  0.21
P -0.44908 2.08527 2.80151  2.03
C -0.56065 2.82005 4.50517  0.99
C -1.24662 3.99265 4.82570  -0.50
C -1.25885 4.47639 6.12531  -0.74
C -0.59790 3.79439 7.13769  -0.48
C 0.07533 2.61887 6.83912  -0.68
C 0.08830 2.13979 5.53761  -0.73
C -1.89818 2.89468 2.02230  0.30
C -3.15584 2.65931 2.57992  -0.78
C -4.29431 3.19512 2.00472  -0.70
C -4.19653 3.96001 0.85101  -0.21
C -2.95603 4.17750 0.27286  -0.23
C -1.81278 3.64465 0.85272  -0.50
C 3.85696 0.19420 1.00800  -0.89
C 4.71144 0.36094 2.10758  0.71
C 6.06715 0.09842 2.04653  -0.94
C 6.62311 -0.35991 0.85593  -0.77
C 5.81758 -0.49780 -0.25638  -0.66
C 4.44724 -0.18593 -0.20308  -0.41
P 3.57058 -0.61394 -1.76370  -0.14
C 4.75127 0.18954 -2.97125  0.02
C 4.97150 -0.41239 -4.20558  -0.25
C 5.75361 0.20708 -5.17315  -0.59
C 6.33414 1.43753 -4.91337  -0.48
C 6.12467 2.04871 -3.68273  -0.83
C 5.34110 1.43074 -2.72324  0.11
C 2.16661 0.45301 -2.27511  1.26
C 1.35085 -0.19287 -3.20473  -0.63
C 0.37378 0.51266 -3.89674  -0.75
C 0.17068 1.85847 -3.63352  -0.83
C 0.97167 2.49737 -2.69321  -0.78
C 1.98051 1.81136 -2.03658  -0.19
H 1.93875 0.34367 3.77325  0.34
H 2.60245 -1.14625 3.09556  0.74
H 0.85917 -0.89165 3.09946  -0.14
H 3.95409 2.60384 0.64861  0.22
H 3.95946 5.04390 0.79478  0.42
H 2.06761 6.23744 1.85905  0.38
H 0.17063 4.94134 2.75122  0.34
H -1.78470 4.53171 4.05671  0.35
H -1.79294 5.39197 6.35099  0.39
H -0.61404 4.17736 8.15110  0.36
H 0.58352 2.06959 7.62279  0.42
H 0.61166 1.21800 5.30895  0.20
H -3.24486 2.04844 3.47231  0.30
H -5.26644 2.99754 2.43946  0.37
H -5.09355 4.33347 0.37448  0.21
H -2.87567 4.72957 -0.65580  0.28
H -0.85103 3.79547 0.37873  0.29
H 4.28561 0.71432 3.04226  0.27
H 6.69716 0.24543 2.91770  0.38
H 7.67794 -0.60533 0.80559  0.37
H 6.24736 -0.85351 -1.18689  0.44
H 4.51728 -1.37614 -4.40847  0.33
H 5.90260 -0.26933 -6.13540  0.39
H 6.94917 1.91604 -5.66635  0.35
H 6.56716 3.01723 -3.48015  0.42
H 5.18135 1.91319 -1.76701  0.17
H 1.50200 -1.25376 -3.38453  0.33
H -0.23590 0.00825 -4.63700  0.40
H -0.62490 2.40440 -4.13312  0.60
H 0.80435 3.54627 -2.47606  0.47
H 2.60597 2.32774 -1.32086  0.10
C -1.51093 -2.65906 -4.29444  -1.65
As -1.28493 -2.82437 -2.33535  1.01
C -3.01294 -3.68417 -1.99450  -1.02
C -0.22899 -4.48650 -2.30267  -0.40
C -0.60117 -5.52981 -3.15038  -0.48
C 0.02292 -6.76544 -3.10942  -0.85
C 1.02734 -6.98257 -2.17725  -0.82
C 1.41084 -5.95076 -1.33713  -0.81
C 0.81771 -4.68966 -1.39237  0.12
As 1.56079 -3.20577 -0.30854  1.60
C 1.55960 -4.03785 1.47551  -1.17
C 3.44883 -3.74488 -0.58083  -1.41
H -2.15461 -3.42636 -4.72615  0.53
H -0.53705 -2.68812 -4.78574  0.38
H -1.96295 -1.68506 -4.48884  0.34
H -3.22800 -4.47316 -2.71820  0.46
H -3.80150 -2.93213 -2.03169  0.33
H -2.99617 -4.10337 -0.99242  0.09
H -1.40165 -5.37488 -3.86487  0.21
H -0.27781 -7.55562 -3.78759  0.39
H 1.51369 -7.94959 -2.11439  0.36
H 2.20085 -6.13941 -0.61909  0.18
H 2.00182 -5.03547 1.45038  0.49
H 0.55611 -4.10678 1.88171  0.11
H 2.15635 -3.40298 2.13260  0.29
H 3.66507 -4.73406 -0.17247  0.61
H 4.08017 -3.02015 -0.06606  0.25
H 3.70656 -3.72723 -1.63746  0.34
O -6.25621 1.84067 -0.93686  -0.73
C -5.07964 2.25246 -1.64613  -1.61
C -4.56730 1.21396 -2.65044  2.78
C -5.56317 1.13374 -3.82419  -1.07
O -6.86237 0.66425 -3.43846  -0.63
C -3.17864 1.65583 -3.14189  -1.32
Se -3.08738 3.36045 -4.13793  -0.67
C -4.48612 -0.18770 -2.01775  -0.70
Se -4.06057 -0.33406 -0.08331  -0.47
H -5.95621 1.09941 -0.36702  0.34
H -4.27223 2.45970 -0.94335  0.10
H -5.31936 3.17591 -2.17307  0.74
H -5.19650 0.44776 -4.59578  0.35
H -5.63638 2.12908 -4.26670  0.39
H -7.04751 1.07502 -2.57972  0.46
H -2.75933 0.88447 -3.79452  0.23
H -2.50268 1.77169 -2.28589  0.13
H -3.73518 -0.77922 -2.54973  -0.52
H -5.44492 -0.69016 -2.12737  0.35
C -3.41253 -2.93475 4.83695  -1.20
N -2.72590 -2.75347 3.58366  0.14
C -2.61341 -3.72847 2.52868  -0.45
C -1.66571 -2.99668 1.55748  -1.04
O -1.26895 -3.46251 0.50782  -0.61
N -1.33871 -1.79714 2.08698  1.29
C -1.98528 -1.67769 3.23775  -0.48
N -1.84922 -0.62623 4.04646  -0.14
H -3.61550 -3.99462 4.97581  0.39
H -4.36538 -2.39662 4.86340  0.31
H -2.78590 -2.59052 5.66345  0.37
H -3.56781 -3.93148 2.03816  0.38
H -2.16199 -4.66276 2.87280  0.35
H -1.34325 0.15939 3.63337  -1.06
H -2.58471 -0.41459 4.69943  0.42

Force components x, y, z for each atom (eV/Å):
0.554 1.569 -1.242
-0.062 0.118 0.078
1.007 0.072 0.550
-0.207 0.150 -0.019
0.088 -0.070 0.031
-0.022 0.042 0.020
0.049 0.057 0.017
-0.002 0.020 -0.030
0.183 -0.111 0.048
-0.245 0.652 0.120
-0.069 -0.109 0.079
0.017 -0.016 -0.031
-0.013 0.025 0.039
0.001 0.006 -0.008
-0.023 0.033 0.072
0.016 -0.074 -0.128
0.022 -0.125 0.036
0.064 0.045 -0.061
-0.069 0.020 0.016
0.026 0.098 0.163
0.069 0.093 -0.035
0.043 -0.043 -0.002
-0.063 -0.036 -0.320
0.032 -0.006 0.030
0.034 0.032 0.040
0.031 -0.018 0.024
-0.016 0.038 0.018
0.032 0.007 0.070
0.218 0.144 -0.565
-0.079 -0.038 0.166
-0.033 -0.034 0.094
0.009 -0.009 -0.060
0.026 -0.038 -0.040
0.033 0.041 -0.014
-0.008 -0.045 -0.063
0.184 -0.232 0.027
0.007 0.071 0.078
-0.035 -0.005 0.048
-0.028 -0.101 -0.085
0.047 0.059 0.112
-0.072 -0.026 0.071
0.055 -0.037 0.080
0.019 0.003 -0.042
-0.026 0.017 0.042
0.009 0.055 -0.015
0.010 -0.026 -0.014
-0.042 -0.004 0.015
-0.031 -0.007 -0.007
-0.013 -0.026 -0.047
-0.001 -0.001 -0.016
0.006 -0.019 0.003
0.021 -0.001 -0.018
0.015 -0.017 0.013
-0.013 -0.007 0.024
0.011 -0.045 -0.025
0.018 0.017 0.010
-0.022 -0.058 -0.057
0.012 0.049 -0.007
0.005 -0.033 -0.008
-0.026 -0.022 0.018
-0.002 0.007 -0.051
0.053 0.020 0.037
-0.010 0.011 -0.017
0.011 -0.017 0.024
-0.024 0.030 0.009
-0.004 -0.013 0.028
-0.007 0.023 0.013
-0.035 0.015 -0.037
-0.043 0.011 0.038
-0.019 0.055 0.021
-0.022 -0.001 -0.021
0.022 0.021 0.019
0.059 0.067 0.000
-0.202 -0.614 -0.825
-0.243 -0.020 0.018
0.075 -0.137 0.078
-0.022 -0.051 -0.083
0.013 0.020 0.054
-0.038 -0.031 -0.041
0.077 -0.053 0.081
-0.110 -0.104 -0.107
0.348 -0.374 0.002
-0.098 -0.084 0.188
0.119 0.083 -0.011
0.020 -0.053 0.063
0.008 0.015 0.020
-0.024 -0.017 0.009
0.100 0.028 -0.047
0.057 0.030 0.010
0.039 0.000 0.004
-0.011 0.009 0.008
-0.019 0.009 -0.006
0.017 0.012 0.026
0.002 0.015 -0.027
0.013 0.012 -0.057
0.013 0.014 -0.010
0.031 0.019 -0.045
-0.110 0.021 0.016
0.011 0.044 0.003
-0.036 0.050 -0.026
-0.083 -0.037 0.006
0.178 -0.090 -0.113
-0.194 -0.125 -0.019
0.080 0.071 0.034
0.002 0.058 -0.054
-0.028 0.194 -0.062
-0.053 0.319 -0.078
0.069 -0.221 0.242
-0.932 -0.002 0.348
0.049 0.095 -0.037
-0.134 -0.137 -0.086
-0.019 0.017 -0.004
0.017 -0.014 0.050
0.042 -0.015 -0.083
0.056 -0.034 0.060
-0.066 -0.119 0.075
-0.158 -0.221 0.048
-0.031 0.065 -0.149
0.047 -0.020 -0.111
-0.025 0.115 -0.123
-0.098 0.135 0.159
-0.061 -0.019 -0.313
-0.404 -0.441 0.455
-0.124 -0.150 0.017
0.072 0.072 1.080
0.046 -0.725 -0.105
-0.126 0.125 0.029
0.005 -0.002 0.025
-0.008 -0.034 0.018
-0.021 -0.031 0.019
0.010 0.003 -0.021
-0.002 -0.002 -0.007
0.066 0.010 0.036
0.064 -0.001 0.014

Properties
**Net charge**: -2
**Maximum force**: 0.0404 hartree/bohr
**Orbital gap**: 4.048 eV
**2S+1**: 1
**HOMO**: -1.025 eV